14
Properties=species:S:1:pos:R:3 method="wB97M-V/def2-TZVPD" e_lumo_ev=2.422 energy_ev=-18161.9407 homo_ev=-2.872 e_above_lowest_kcal_mol=19.2 total_charge=-1 homo_lumo_gap_ev=5.29
S -0.7318 3.1260 1.1357
O 2.9999 -6.6277 -0.6751
O -0.9005 -0.2631 1.1021
O 1.5093 2.5172 -1.1583
C -2.3698 2.5566 0.5609
H -2.3161 1.7125 -0.1398
H -2.8286 3.3414 -0.0271
H -0.5552 0.6606 1.0379
H -0.1259 -0.7307 1.4355
H -3.0221 2.2244 1.3730
H 3.9058 -6.3954 -0.9186
H 0.9231 2.1593 -1.8303
H 2.6305 -7.0375 -1.4654
H 0.8813 2.7564 -0.4302

---

14
Properties=species:S:1:pos:R:3 method="wB97M-V/def2-TZVPD" e_lumo_ev=4.227 energy_ev=-9373.6606 homo_ev=-3.899 e_above_lowest_kcal_mol=12.1 total_charge=-1 homo_lumo_gap_ev=8.13
O 2.0498 0.9134 -1.8165
O -0.2485 0.0803 -0.6112
O 0.4814 0.5786 1.8002
O 0.3202 -2.8467 2.0073
C -1.3507 0.7864 -1.0256
H 1.1377 0.7000 -1.4740
H 2.5651 0.1675 -1.5480
H -0.2743 -2.0892 2.0149
H 0.1473 1.3877 2.1603
H -2.2743 0.2827 -0.6324
H -1.4382 1.8274 -0.6697
H 0.1942 -3.1213 1.0898
H -1.5379 0.8939 -2.1092
H 0.2284 0.4392 0.8142

---

14
Properties=species:S:1:pos:R:3 method="wB97M-V/def2-TZVPD" e_lumo_ev=4.131 energy_ev=-9373.0518 homo_ev=-4.285 e_above_lowest_kcal_mol=26.1 total_charge=-1 homo_lumo_gap_ev=8.42
O -0.9303 2.5068 1.0286
O 0.2538 -0.0958 0.1699
O -0.7834 -1.1795 2.2667
O 0.4059 -2.2865 -1.4311
C 0.9407 0.5759 -0.9217
H 1.1942 1.6128 -0.8325
H -0.4001 -0.8627 1.4249
H -1.4997 -1.7787 1.9517
H 1.9934 0.2005 -1.2294
H 0.4185 0.6717 -1.8609
H 0.2213 -1.5024 -1.9844
H 0.3728 -1.6275 -0.6184
H -1.3443 1.9415 1.7599
H -0.8425 1.8240 0.2767

---

5
Properties=species:S:1:pos:R:3 method="wB97M-V/def2-TZVPD" e_lumo_ev=0.034 energy_ev=-211180.2460 homo_ev=-10.336 e_above_lowest_kcal_mol=0.0 total_charge=0 homo_lumo_gap_ev=10.37
Br -0.4738 0.8090 1.6355
Br 0.8823 1.1375 -1.2159
Br 0.7749 -1.7099 0.1650
C -0.1166 -0.0222 -0.0541
H -1.0668 -0.2144 -0.5305

---

6
Properties=species:S:1:pos:R:3 method="wB97M-V/def2-TZVPD" e_lumo_ev="-2.043 / -2.033" energy_ev=-106972.8887 homo_ev="-9.160 / -9.179" e_above_lowest_kcal_mol=52.0 total_charge=0 homo_lumo_gap_ev="7.12 / 7.15"
Br -2.0377 0.9924 -0.0567
Cl -0.2208 -1.1742 1.2795
Cl -0.6741 -1.1385 -1.5323
S 1.6216 1.2004 -0.2989
C -0.5958 -0.3053 -0.1363
H 1.9067 0.4252 0.7447

---

6
Properties=species:S:1:pos:R:3 method="wB97M-V/def2-TZVPD" e_lumo_ev=-0.401 energy_ev=-87151.7899 homo_ev=-9.772 e_above_lowest_kcal_mol=79.3 total_charge=0 homo_lumo_gap_ev=9.37 smiles=[O-][N+]#CCl.Br
Br 0.7582 1.1868 2.0049
Cl -2.5050 -1.4375 -0.7620
O 0.9302 0.3042 -1.0972
N -0.0614 -0.3653 -0.9794
C -1.2024 -0.4762 -0.6534
H 2.0805 0.7881 1.4871

---

7
Properties=species:S:1:pos:R:3 method="wB97M-V/def2-TZVPD" e_lumo_ev=-0.207 energy_ev=-89199.3926 homo_ev=-11.039 e_above_lowest_kcal_mol=4.8 total_charge=0 homo_lumo_gap_ev=10.83 smiles="O=[N+]([O-])[C@H](Cl)Br"
Br -1.0687 1.2818 -1.3497
Cl 1.0021 -0.7989 -2.4107
O 2.0151 0.4160 0.7166
O 1.7484 1.7606 -0.9366
N 1.5118 0.7897 -0.2832
C 0.3069 -0.0980 -0.9954
H 0.1945 -0.9478 -0.3697

---

9
Properties=species:S:1:pos:R:3 method="wB97M-V/def2-TZVPD" e_lumo_ev=-0.793 energy_ev=-83597.7984 homo_ev=-10.678 e_above_lowest_kcal_mol=20.8 total_charge=0 homo_lumo_gap_ev=9.88
Br -2.2946 0.2096 0.2777
F 0.5693 -0.8593 1.3321
F 1.2062 1.7999 -0.7315
O -0.5696 -1.7035 -0.3982
O 1.5261 -1.6949 -0.5990
N 0.1422 0.8599 -0.8162
N 0.5112 -1.4571 -0.2288
C -0.6581 1.0186 0.2103
H -0.4327 1.8267 0.9536

---

7
Properties=species:S:1:pos:R:3 method="wB97M-V/def2-TZVPD" e_lumo_ev="-1.639 / -3.797" energy_ev=-89410.2536 homo_ev="-10.776 / -9.688" e_above_lowest_kcal_mol=67.8 total_charge=0 homo_lumo_gap_ev="9.14 / 5.89"
Br 0.6720 -1.7976 -2.8672
S -0.1324 1.5177 -1.3316
F -0.8834 1.6209 1.0664
F -2.1743 0.3269 -0.0006
O 1.2971 1.5814 -1.2588
C -0.8937 0.6376 0.1841
H -0.4965 -0.2584 0.6450

---

8
Properties=species:S:1:pos:R:3 method="wB97M-V/def2-TZVPD" e_lumo_ev=-1.940 energy_ev=-80211.5995 homo_ev=-10.668 e_above_lowest_kcal_mol=14.8 total_charge=0 homo_lumo_gap_ev=8.73 smiles="O=N[C@@H](Br)[N+](=O)[O-]"
Br 0.8119 -0.0953 2.1415
O -1.2539 1.5762 0.0624
O 2.0293 -0.3836 -1.1836
O -1.8919 -0.2067 -0.8225
N -1.0927 0.4247 -0.1885
N 1.3738 0.3123 -0.4587
C 0.1145 -0.2471 0.1792
H -0.0911 -1.3804 0.2702

---

7
Properties=species:S:1:pos:R:3 method="wB97M-V/def2-TZVPD" e_lumo_ev=-0.891 energy_ev=-77051.1422 homo_ev=-9.557 e_above_lowest_kcal_mol=48.3 total_charge=0 homo_lumo_gap_ev=8.67
Br 0.0391 -4.5394 -1.0972
N 0.4469 -0.9130 -0.8306
N -1.5145 -1.5503 0.5403
N -1.1942 -2.2249 -0.2726
N -1.0364 -2.9963 -1.1400
C 1.3549 -1.1297 -0.1894
H 2.2465 -1.5935 0.3337

---

7
Properties=species:S:1:pos:R:3 method="wB97M-V/def2-TZVPD" e_lumo_ev=-1.026 energy_ev=-40821.8379 homo_ev=-11.239 e_above_lowest_kcal_mol=38.6 total_charge=0 homo_lumo_gap_ev=10.21
Cl 0.9324 2.1720 0.4449
Cl 1.9099 -0.0620 -1.1936
P -0.8018 0.8988 -1.5937
F -1.2359 -0.6291 -1.6889
F -2.1176 1.3162 -0.0212
C 0.5208 0.6174 -0.3154
H 0.1971 -0.0797 0.4640

---

7
Properties=species:S:1:pos:R:3 method="wB97M-V/def2-TZVPD" e_lumo_ev="-0.920 / -1.777" energy_ev=-50483.1860 homo_ev="-8.965 / -9.143" e_above_lowest_kcal_mol=50.6 total_charge=0 homo_lumo_gap_ev="8.05 / 7.37"
Cl 1.6090 -1.1153 -0.6805
Cl -0.8878 -2.4678 -0.0330
S -1.4784 2.9855 -1.0245
S -0.4113 1.8747 0.1782
F 0.5094 -1.1326 1.6328
C 0.1999 -1.2845 0.3234
H 0.4593 1.1399 -0.3963

---

7
Properties=species:S:1:pos:R:3 method="wB97M-V/def2-TZVPD" e_lumo_ev="-1.104 / -1.103" energy_ev=-51587.1231 homo_ev="-8.655 / -8.656" e_above_lowest_kcal_mol=27.8 total_charge=0 homo_lumo_gap_ev="7.55 / 7.55"
I -0.7674 -2.0393 1.9630
I -1.9651 0.1388 -0.5669
Cl -0.2371 2.7109 0.5240
Cl -0.6036 1.2875 3.1691
P 0.7016 1.4152 1.6747
C -0.2256 -0.6520 0.3180
H 0.4332 -1.2355 -0.4099

---

8
Properties=species:S:1:pos:R:3 method="wB97M-V/def2-TZVPD" e_lumo_ev=3.561 energy_ev=-33171.2524 homo_ev=-4.867 e_above_lowest_kcal_mol=16.9 total_charge=-1 homo_lumo_gap_ev=8.43 smiles="[O-][N+]([O-])=NC(Cl)Cl"
Cl 1.3942 0.0836 -1.5464
Cl 2.2897 0.2470 1.1350
O -1.4360 -0.3702 -1.1242
O -2.3234 0.8984 0.3903
N -1.3432 0.2911 -0.1183
N -0.2606 0.3900 0.5372
C 0.8464 -0.2465 0.1688
H 0.8328 -1.2935 0.5575

---

7
Properties=species:S:1:pos:R:3 method="wB97M-V/def2-TZVPD" e_lumo_ev=-0.153 energy_ev=-31681.8809 homo_ev=-10.216 e_above_lowest_kcal_mol=0.0 total_charge=0 homo_lumo_gap_ev=10.06 smiles="ClNCl.O=C=O"
Cl -2.5999 1.2050 -0.7399
Cl -3.0047 -0.4944 1.5518
O -0.0765 -2.1790 -1.4801
O 0.9888 -0.7431 -0.0546
N -1.8859 0.0098 0.3147
C 0.4498 -1.4608 -0.7657
H -1.1315 0.4953 0.8067

---

5
Properties=species:S:1:pos:R:3 method="wB97M-V/def2-TZVPD" e_lumo_ev=0.787 energy_ev=-38620.0680 homo_ev=-10.884 e_above_lowest_kcal_mol=6.6 total_charge=0 homo_lumo_gap_ev=11.67
Cl -0.3052 -1.0273 -1.4008
Cl 1.4857 -0.0037 0.7552
Cl -1.1460 -0.2305 1.2062
C 0.0135 0.1240 -0.0820
H -0.0480 1.1375 -0.4786

---

9
Properties=species:S:1:pos:R:3 method="wB97M-V/def2-TZVPD" e_lumo_ev="5.433 / 5.428" energy_ev=-48012.3553 homo_ev="-0.852 / -1.152" e_above_lowest_kcal_mol=6.6 spin_multiplicity=3 total_charge=-2 homo_lumo_gap_ev="6.28 / 6.58"
Pt -0.7025 -1.1123 0.3367
Cl -2.0789 -0.5833 2.5000
Cl -2.5179 -1.8619 -1.2562
Cl 0.9319 -3.0329 0.5409
O 1.2480 2.1322 -0.9855
O 0.1825 0.1436 -1.2537
O 0.7917 0.7014 0.7467
C 0.7206 0.9898 -0.4689
H 1.4245 2.6234 -0.1601

---

8
Properties=species:S:1:pos:R:3 method="wB97M-V/def2-TZVPD" e_lumo_ev=-1.258 energy_ev=-71543.0320 homo_ev=-9.877 e_above_lowest_kcal_mol=96.1 total_charge=0 homo_lumo_gap_ev=8.62
Cl 0.7381 -3.7380 0.4265
Cl 2.7859 -1.6579 1.0857
Cl -2.0973 -1.3525 0.8438
Cl 1.5439 -1.7891 -1.4782
Cl 0.0461 0.4546 3.2728
Si -0.2199 -0.7197 0.7002
C 1.2258 -2.0210 0.2323
H 0.0278 0.7621 0.3197

---

6
Properties=species:S:1:pos:R:3 method="wB97M-V/def2-TZVPD" e_lumo_ev=-0.089 energy_ev=-21055.8808 homo_ev=-10.859 e_above_lowest_kcal_mol=58.8 total_charge=0 homo_lumo_gap_ev=10.77 smiles=FC(F)OCl
Cl -0.6594 -1.4485 1.5597
F 0.3555 1.6041 -0.4878
F 1.1750 -0.3626 -0.7653
O -0.1875 0.1125 1.1007
C 0.0766 0.3155 -0.4040
H -0.7602 -0.2209 -1.0033